The following is a quantum chemistry calculation of a cluster of 15 separate species, C66H156N6O15 in total, from the OMol25 dataset.

Bonds (Å) are listed after each position.
Atoms and positions in Å:
1 O 3.973 1.282 0.399  H2 1.009, H3 0.958
2 H 4.363 1.691 -0.436  O1 1.009
3 H 3.070 1.022 0.212  O1 0.958
4 O -0.286 0.975 -4.465  H5 0.940, H6 0.979
5 H -1.169 0.672 -4.569  O4 0.940
6 H -0.099 0.821 -3.516  O4 0.979
7 O 1.316 4.378 -3.360  H8 0.980, H9 0.976
8 H 0.909 3.516 -3.587  O7 0.980
9 H 0.571 4.801 -2.892  O7 0.976
10 C -1.438 1.041 0.039  C11 1.530, H21 1.096, H22 1.092, H23 1.057
11 C 0.058 1.131 0.345  C10 1.530, C12 1.587, N16 1.476, C20 1.466
12 C 0.254 0.447 1.764  C11 1.587, C13 1.575, H24 1.100, H25 1.111
13 C -0.042 -1.097 1.664  C12 1.575, C14 1.513, H26 1.092, H27 1.136
14 C 1.000 -1.666 0.726  C13 1.513, C15 1.495, H28 1.039, H29 1.063
15 C 1.078 -1.011 -0.616  C14 1.495, N16 1.527, C18 1.506, C19 1.583
16 N 1.121 0.509 -0.468  C11 1.476, C15 1.527, O17 1.400
17 O 1.014 1.060 -1.751  N16 1.400, H39 0.964
18 C 2.352 -1.397 -1.319  C15 1.506, H30 1.098, H31 1.081, H32 1.143
19 C -0.151 -1.515 -1.477  C15 1.583, H33 1.094, H34 1.149, H35 1.072
20 C 0.415 2.549 0.443  C11 1.466, H36 1.094, H37 1.078, H38 1.101
21 H -1.592 1.316 -1.010  C10 1.096
22 H -1.913 1.723 0.748  C10 1.092
23 H -1.798 0.063 0.213  C10 1.057
24 H 1.285 0.508 2.142  C12 1.100
25 H -0.479 0.796 2.523  C12 1.111
26 H -1.074 -1.278 1.357  C13 1.092
27 H 0.090 -1.466 2.730  C13 1.136
28 H 0.861 -2.669 0.492  C14 1.039
29 H 1.948 -1.667 1.206  C14 1.063
30 H 2.326 -2.481 -1.493  C18 1.098
31 H 2.444 -0.987 -2.316  C18 1.081
32 H 3.297 -1.162 -0.721  C18 1.143
33 H -0.026 -2.568 -1.747  C19 1.094
34 H -1.037 -1.483 -0.746  C19 1.149
35 H -0.258 -0.954 -2.384  C19 1.072
36 H 0.289 3.062 -0.515  C20 1.094
37 H 1.371 2.758 0.895  C20 1.078
38 H -0.300 3.002 1.147  C20 1.101
39 H 1.848 1.539 -1.812  O17 0.964
40 C -3.580 -0.043 -6.062  C41 1.544, H51 1.085, H52 1.121, H53 1.123
41 C -4.493 0.073 -4.822  C40 1.544, C42 1.590, N46 1.483, C50 1.474
42 C -5.913 -0.502 -5.248  C41 1.590, C43 1.511, H54 1.107, H55 1.060
43 C -6.758 -0.707 -4.013  C42 1.511, C44 1.524, H56 1.111, H57 1.068
44 C -6.063 -1.592 -2.985  C43 1.524, C45 1.562, H58 1.095, H59 1.194
45 C -4.686 -1.010 -2.532  C44 1.562, N46 1.454, C48 1.495, C49 1.512
46 N -3.961 -0.839 -3.780  C41 1.483, C45 1.454, O47 1.492
47 O -2.603 -0.297 -3.484  N46 1.492, H69 0.990
48 C -4.780 0.102 -1.537  C45 1.495, H60 1.087, H61 1.092, H62 1.108
49 C -4.001 -2.144 -1.802  C45 1.512, H63 1.160, H64 1.053, H65 1.134
50 C -4.562 1.511 -4.504  C41 1.474, H66 1.100, H67 1.077, H68 1.073
51 H -4.094 0.490 -6.855  C40 1.085
52 H -3.374 -1.118 -6.304  C40 1.121
53 H -2.608 0.517 -6.015  C40 1.123
54 H -6.352 0.272 -5.907  C42 1.107
55 H -5.795 -1.384 -5.825  C42 1.060
56 H -7.720 -1.202 -4.268  C43 1.111
57 H -7.018 0.235 -3.584  C43 1.068
58 H -5.831 -2.579 -3.401  C44 1.095
59 H -6.719 -1.709 -1.995  C44 1.194
60 H -3.847 0.494 -1.140  C48 1.087
61 H -5.358 0.982 -1.827  C48 1.092
62 H -5.346 -0.255 -0.653  C48 1.108
63 H -3.810 -2.913 -2.651  C49 1.160
64 H -3.059 -1.930 -1.385  C49 1.053
65 H -4.503 -2.700 -0.950  C49 1.134
66 H -3.530 1.777 -4.232  C50 1.100
67 H -5.252 1.824 -3.740  C50 1.077
68 H -4.777 2.067 -5.396  C50 1.073
69 H -2.027 -1.024 -3.833  O47 0.990
70 C 1.285 -7.310 3.460  C71 1.532, H81 1.047, H82 1.105, H83 1.062
71 C 2.258 -6.880 2.358  C70 1.532, C72 1.529, N76 1.557, C80 1.600
72 C 3.529 -7.729 2.414  C71 1.529, C73 1.552, H84 1.167, H85 1.056
73 C 4.424 -7.421 1.184  C72 1.552, C74 1.499, H86 1.081, H87 1.070
74 C 3.585 -7.820 0.007  C73 1.499, C75 1.520, H88 1.088, H89 1.091
75 C 2.301 -7.041 -0.228  C74 1.520, N76 1.460, C78 1.563, C79 1.540
76 N 1.560 -7.241 1.014  C71 1.557, C75 1.460, O77 1.489
77 O 0.301 -6.447 0.952  N76 1.489, H99 0.948
78 C 2.608 -5.547 -0.569  C75 1.563, H90 1.096, H91 1.099, H92 1.080
79 C 1.473 -7.693 -1.350  C75 1.540, H93 1.082, H94 1.102, H95 1.052
80 C 2.472 -5.342 2.743  C71 1.600, H96 1.114, H97 1.081, H98 1.079
81 H 0.384 -6.779 3.421  C70 1.047
82 H 1.654 -7.024 4.462  C70 1.105
83 H 0.985 -8.327 3.407  C70 1.062
84 H 4.155 -7.409 3.346  C72 1.167
85 H 3.340 -8.765 2.489  C72 1.056
86 H 5.377 -7.932 1.185  C73 1.081
87 H 4.606 -6.367 1.148  C73 1.070
88 H 3.269 -8.841 0.212  C74 1.088
89 H 4.144 -7.986 -0.914  C74 1.091
90 H 3.468 -5.208 0.017  C78 1.096
91 H 2.780 -5.411 -1.646  C78 1.099
92 H 1.752 -4.985 -0.227  C78 1.080
93 H 2.049 -7.904 -2.241  C79 1.082
94 H 1.060 -8.654 -1.001  C79 1.102
95 H 0.706 -7.005 -1.562  C79 1.052
96 H 2.788 -5.393 3.810  C80 1.114
97 H 1.535 -4.832 2.571  C80 1.081
98 H 3.295 -4.924 2.185  C80 1.079
99 H -0.314 -6.927 1.490  O77 0.948
100 C -1.139 7.945 -3.406  C101 1.490, H111 1.138, H112 1.110, H113 1.044
101 C -1.973 7.570 -2.229  C100 1.490, C102 1.510, N106 1.520, C110 1.615
102 C -3.390 8.084 -2.315  C101 1.510, C103 1.488, H114 1.100, H115 1.109
103 C -4.244 7.345 -3.284  C102 1.488, C104 1.565, H116 1.103, H117 1.122
104 C -4.396 5.843 -2.872  C103 1.565, C105 1.521, H118 1.032, H119 1.082
105 C -3.028 5.220 -2.640  C104 1.521, N106 1.496, C108 1.554, C109 1.525
106 N -2.160 6.119 -1.817  C101 1.520, C105 1.496, O107 1.434
107 O -0.926 5.427 -1.585  N106 1.434, H129 0.974
108 C -3.238 3.952 -1.766  C105 1.554, H120 1.078, H121 1.080, H122 1.050
109 C -2.430 4.883 -4.003  C105 1.525, H123 1.115, H124 1.075, H125 1.130
110 C -1.453 8.277 -0.873  C101 1.615, H126 1.109, H127 1.046, H128 1.022
111 H -1.552 7.742 -4.447  C100 1.138
112 H -0.152 7.438 -3.401  C100 1.110
113 H -0.839 8.945 -3.420  C100 1.044
114 H -3.879 7.962 -1.337  C102 1.100
115 H -3.362 9.181 -2.477  C102 1.109
116 H -3.812 7.468 -4.291  C103 1.103
117 H -5.257 7.828 -3.310  C103 1.122
118 H -4.966 5.308 -3.546  C104 1.032
119 H -4.943 5.745 -1.944  C104 1.082
120 H -2.335 3.376 -1.643  C108 1.078
121 H -3.501 4.263 -0.766  C108 1.080
122 H -3.952 3.434 -2.335  C108 1.050
123 H -2.249 5.759 -4.669  C109 1.115
124 H -1.474 4.393 -4.005  C109 1.075
125 H -3.106 4.146 -4.531  C109 1.130
126 H -1.532 9.379 -0.970  C110 1.109
127 H -0.461 8.074 -0.611  C110 1.046
128 H -2.113 7.962 -0.158  C110 1.022
129 H -0.763 5.650 -0.651  O107 0.974
130 C -1.647 4.296 6.715  C131 1.457, H141 1.063, H142 1.108, H143 1.093
131 C -1.772 3.149 5.826  C130 1.457, C132 1.488, N136 1.466, C140 1.561
132 C -0.631 3.095 4.872  C131 1.488, C133 1.573, H144 1.101, H145 1.092
133 C 0.748 2.599 5.442  C132 1.573, C134 1.510, H146 1.110, H147 1.109
134 C 0.521 1.252 6.085  C133 1.510, C135 1.523, H148 1.112, H149 1.099
135 C -0.604 1.218 7.111  C134 1.523, N136 1.478, C138 1.567, C139 1.569
136 N -1.803 1.875 6.550  C131 1.466, C135 1.478, O137 1.495
137 O -2.949 1.877 7.511  N136 1.495, H159 0.992
138 C -0.884 -0.265 7.533  C135 1.567, H150 1.116, H151 1.147, H152 1.068
139 C -0.044 2.079 8.297  C135 1.569, H153 1.101, H154 1.109, H155 1.116
140 C -3.092 3.270 5.001  C131 1.561, H156 1.121, H157 1.083, H158 1.056
141 H -2.370 4.348 7.493  C130 1.063
142 H -1.873 5.242 6.184  C130 1.108
143 H -0.644 4.494 7.100  C130 1.093
144 H -0.900 2.369 4.089  C132 1.101
145 H -0.476 4.074 4.412  C132 1.092
146 H 1.129 3.375 6.138  C133 1.110
147 H 1.509 2.451 4.648  C133 1.109
148 H 1.418 0.906 6.644  C134 1.112
149 H 0.248 0.580 5.259  C134 1.099
150 H -1.575 -0.424 8.394  C138 1.116
151 H -1.356 -0.817 6.645  C138 1.147
152 H 0.005 -0.810 7.767  C138 1.068
153 H -0.810 2.422 9.008  C139 1.101
154 H 0.733 1.533 8.870  C139 1.109
155 H 0.374 3.055 7.951  C139 1.116
156 H -3.839 3.760 5.678  C140 1.121
157 H -3.490 2.300 4.732  C140 1.083
158 H -2.843 3.852 4.156  C140 1.056
159 H -2.545 2.245 8.338  O137 0.992
160 C 5.132 4.221 -0.398  C161 1.487, H171 1.089, H172 1.066, H173 1.080
161 C 5.249 3.992 -1.864  C160 1.487, C162 1.466, N166 1.497, C170 1.533
162 C 6.685 3.956 -2.152  C161 1.466, C163 1.519, H174 1.120, H175 1.102
163 C 7.235 3.331 -3.423  C162 1.519, C164 1.538, H176 1.090, H177 1.099
164 C 6.527 1.967 -3.500  C163 1.538, C165 1.529, H178 1.129, H179 1.110
165 C 5.009 1.910 -3.331  C164 1.529, N166 1.457, C168 1.556, C169 1.549
166 N 4.597 2.678 -2.163  C161 1.497, C165 1.457, O167 1.402
167 O 3.202 2.649 -2.027  N166 1.402, H189 0.956
168 C 4.286 2.404 -4.617  C165 1.556, H180 1.117, H181 1.097, H182 1.085
169 C 4.600 0.449 -3.020  C165 1.549, H183 1.086, H184 1.112, H185 1.111
170 C 4.555 5.195 -2.514  C161 1.533, H186 1.109, H187 1.072, H188 1.059
171 H 5.689 5.125 -0.159  C160 1.089
172 H 5.494 3.407 0.186  C160 1.066
173 H 4.104 4.410 -0.126  C160 1.080
174 H 7.004 5.029 -2.107  C162 1.120
175 H 7.253 3.482 -1.335  C162 1.102
176 H 8.319 3.263 -3.335  C163 1.090
177 H 7.033 3.861 -4.364  C163 1.099
178 H 6.970 1.375 -2.646  C164 1.129
179 H 6.753 1.351 -4.397  C164 1.110
180 H 3.177 2.315 -4.520  C168 1.117
181 H 4.541 3.438 -4.882  C168 1.097
182 H 4.593 1.805 -5.469  C168 1.085
183 H 3.544 0.313 -3.233  C169 1.086
184 H 5.222 -0.277 -3.589  C169 1.112
185 H 4.875 0.099 -2.003  C169 1.111
186 H 4.554 5.147 -3.622  C170 1.109
187 H 5.016 6.145 -2.332  C170 1.072
188 H 3.567 5.201 -2.131  C170 1.059
189 H 2.800 3.356 -2.531  O167 0.956
190 C -1.455 -5.028 -2.338  C191 1.528, H193 1.089, H194 1.119, H195 1.092
191 C -1.055 -4.391 -3.669  C190 1.528, O192 1.397, H196 1.059, H197 1.133
192 O 0.316 -4.151 -3.789  C191 1.397, H198 0.995
193 H -2.528 -5.201 -2.407  C190 1.089
194 H -1.190 -4.268 -1.561  C190 1.119
195 H -0.818 -5.884 -2.105  C190 1.092
196 H -1.499 -3.430 -3.690  C191 1.059
197 H -1.483 -4.999 -4.524  C191 1.133
198 H 0.776 -4.959 -4.143  O192 0.995
199 C -2.476 -5.414 2.532  C200 1.517, H202 1.087, H203 1.073, H204 1.029
200 C -3.988 -5.357 2.410  C199 1.517, O201 1.440, H205 1.093, H206 1.092
201 O -4.640 -5.666 3.656  C200 1.440, H207 0.955
202 H -2.176 -6.368 2.958  C199 1.087
203 H -2.104 -4.657 3.194  C199 1.073
204 H -2.099 -5.172 1.606  C199 1.029
205 H -4.260 -6.179 1.744  C200 1.093
206 H -4.361 -4.406 2.026  C200 1.092
207 H -4.687 -4.875 4.188  O201 0.955
208 C -3.427 -1.644 3.321  C209 1.520, H211 1.061, H212 1.082, H213 1.113
209 C -3.838 -1.630 4.784  C208 1.520, O210 1.467, H214 1.031, H215 1.088
210 O -4.093 -3.041 5.097  C209 1.467, H216 0.978
211 H -2.596 -2.266 3.103  C208 1.061
212 H -3.226 -0.599 3.129  C208 1.082
213 H -4.223 -2.036 2.649  C208 1.113
214 H -4.676 -1.093 5.053  C209 1.031
215 H -3.045 -1.253 5.426  C209 1.088
216 H -3.890 -3.132 6.050  O210 0.978
217 C 0.746 -2.973 5.113  C218 1.542, H220 1.093, H221 1.093, H222 1.069
218 C 1.933 -2.468 5.958  C217 1.542, O219 1.455, H223 1.077, H224 1.136
219 O 2.962 -3.475 5.751  C218 1.455, H225 0.918
220 H -0.059 -2.235 5.098  C217 1.093
221 H 0.351 -3.864 5.609  C217 1.093
222 H 1.081 -3.319 4.160  C217 1.069
223 H 1.656 -2.448 6.998  C218 1.077
224 H 2.208 -1.411 5.643  C218 1.136
225 H 3.662 -3.291 6.316  O219 0.918
226 C 3.786 -1.214 3.137  C227 1.535, H229 1.080, H230 1.100, H231 1.048
227 C 4.021 0.204 3.675  C226 1.535, O228 1.470, H232 1.119, H233 1.072
228 O 2.958 1.134 3.270  C227 1.470, H234 1.008
229 H 4.470 -1.915 3.592  C226 1.080
230 H 3.901 -1.326 2.049  C226 1.100
231 H 2.839 -1.523 3.460  C226 1.048
232 H 4.965 0.622 3.244  C227 1.119
233 H 4.101 0.214 4.745  C227 1.072
234 H 3.375 1.487 2.423  O228 1.008
235 C 1.967 -2.871 -6.293  C236 1.520, H238 1.124, H239 1.069, H240 1.086
236 C 2.306 -1.530 -5.661  C235 1.520, O237 1.424, H241 1.128, H242 1.086
237 O 1.798 -0.415 -6.388  C236 1.424, H243 0.981
238 H 2.386 -3.697 -5.656  C235 1.124
239 H 2.414 -2.931 -7.262  C235 1.069
240 H 0.903 -3.069 -6.382  C235 1.086
241 H 3.421 -1.361 -5.626  C236 1.128
242 H 1.925 -1.528 -4.644  C236 1.086
243 H 1.170 0.076 -5.816  O237 0.981

Summary:
E_HOMO ... -0.31274 hartree
Orbital gap ... 8.9166 eV
Energy above the lowest of the compared OMol25 structures with the same formula, charge and spin ... 0.00 kcal/mol
Calculated total energy ... -110615.03588 eV
Spin multiplicity ... 1